Entry 1:
DFT (wB97M-V/def2-TZVPD) results for a single C3H2ClN3S molecule.

Geometry as XYZ:
```
10
Properties=species:S:1:pos:R:3:forces:R:3
S 0.187344 1.924766 2.292711 2.526 -1.293 1.549
C 0.167970 0.766203 0.992727 0.697 -0.751 0.026
N 1.279604 0.109707 0.557939 0.830 2.368 1.776
C 1.157834 -0.571804 -0.499104 -0.990 -2.921 -0.876
C -0.116858 -0.876906 -0.996496 -0.502 3.236 1.379
Cl -0.429348 -1.773362 -2.302480 -0.028 -2.361 -2.781
N -1.152214 -0.217361 -0.562272 -0.748 0.204 1.183
N -1.012691 0.594342 0.499954 -1.151 -0.144 -1.251
H 1.333896 1.240985 2.926833 -1.892 1.453 -1.013
H 1.910946 -1.201874 -0.920157 1.258 0.209 0.008
```
Positions in Å, forces in eV/Å.

Properties
SMILES: Sc1ncc(Cl)nn1
Energy above the lowest of the compared OMol25 structures with the same formula, charge and spin, kcal per mole: 6.5
E, eV: -30969.250
HOMO energy, eV: -9.4
Frontier orbital gap, eV: 9.0

=====

Entry 2:
DFT (wB97M-V/def2-TZVPD) results for a molecular structure, CH2LiOSm.

Geometry as XYZ:
```
6
Properties=species:S:1:pos:R:3:forces:R:3
C 0.356538 -0.329532 -0.457700 1.042 0.047 3.587
O -0.219691 0.676011 -0.884391 -0.063 2.279 -2.654
H 0.304580 -1.421225 -0.503969 -1.095 -0.157 -1.612
Sm 2.421214 0.474748 1.139404 -0.447 -0.051 -0.334
Li -1.706699 1.165449 0.388117 1.013 -1.091 -0.801
H -1.155942 -0.565449 0.318541 -0.450 -1.028 1.814
```
Positions in Å, forces in eV/Å.

Properties
Energy above the lowest of the compared OMol25 structures with the same formula, charge and spin, kcal per mole: 21.2
E, eV: -21218.210
HOMO energy (alpha / beta), eV: -5.1 / -5.5
<S²>: 15.77
Multiplicity: 8
Frontier orbital gap (alpha / beta), eV: 4.7 / 4.6

=====

Entry 3:
DFT (wB97M-V/def2-TZVPD) results for a molecular structure, C7H12F9NO12S3V.

Geometry as XYZ:
```
45
Properties=species:S:1:pos:R:3:forces:R:3
O 0.138359 0.297608 -0.064073 -3.938 -1.096 4.395
V -1.045256 -0.355834 0.790794 -0.850 -0.079 -1.861
O -1.912913 -1.186303 -0.287419 1.706 0.755 2.491
C 2.315417 1.464961 -3.770480 0.089 -0.979 -0.885
C 1.386719 0.539850 -3.006784 0.693 0.672 0.503
C 1.575345 -0.954296 -3.282251 0.660 0.460 0.568
O 0.830513 -1.513476 -2.260452 -0.873 -0.744 -0.115
C 1.254283 -2.683112 -1.623808 0.955 -0.423 0.757
N 1.555624 0.702302 -1.516836 4.163 1.562 -3.802
H 1.585824 1.664728 -1.166096 -0.330 -0.075 -0.539
H 0.738973 0.247416 -1.016150 0.091 -0.542 -0.788
H 2.427141 0.297764 -1.163418 -0.159 -0.230 -0.318
H 1.821853 1.642795 -4.725701 0.248 0.493 -0.072
H 3.241383 0.930927 -4.007355 0.077 0.121 0.095
H 2.592150 2.385439 -3.269208 -0.353 0.168 0.049
H 0.347230 0.770363 -3.234692 -0.095 0.175 0.315
H 2.638667 -1.226959 -3.164807 -0.058 0.073 -0.166
H 1.233711 -1.250202 -4.278288 -0.004 0.087 -0.054
H 2.300269 -2.669200 -1.273676 0.081 0.396 -0.482
H 1.136482 -3.612937 -2.184514 -0.406 0.141 -0.167
H 0.733467 -2.688299 -0.681805 -0.617 -0.458 0.008
C -4.337279 0.946976 -1.455185 -0.230 -0.073 0.881
F -3.539335 0.137194 -2.132610 0.295 -0.118 -0.504
F -5.121833 1.604274 -2.311108 -0.027 -0.026 -0.054
F -5.121202 0.167546 -0.680446 0.050 0.223 -0.137
S -3.368966 2.137470 -0.420261 -0.758 1.513 -0.793
O -2.447618 1.279357 0.315778 0.895 -1.031 0.992
O -2.742157 2.981562 -1.414210 0.265 -0.607 0.208
O -4.348826 2.800734 0.400012 0.200 -0.582 0.015
C 1.266409 -2.920033 3.824490 -0.991 1.207 -0.021
F 0.064401 -2.752559 4.420911 0.371 -0.200 -0.102
F 2.028053 -1.879566 4.168933 0.059 -0.251 -0.125
F 1.808510 -4.031118 4.269305 0.349 -0.514 0.215
S 1.011380 -3.017152 2.004350 0.250 -1.439 -0.039
O 0.224466 -1.816142 1.706730 -1.253 1.609 -0.340
O 2.334827 -2.991171 1.446942 0.121 0.348 -0.049
O 0.268841 -4.235372 1.825640 -0.047 0.222 0.047
C -1.246892 2.852451 3.959875 -0.270 -0.752 0.723
F -1.932646 3.483695 3.024364 0.135 0.293 -0.058
F -0.730830 3.715394 4.845916 -0.095 0.296 -0.348
F -2.113051 2.076448 4.653446 0.164 0.116 -0.314
S 0.119359 1.820373 3.295390 0.468 0.247 0.420
O 0.646923 1.176786 4.463934 -0.175 -0.128 -0.254
O -0.593838 0.920499 2.371349 -0.897 -0.949 -0.071
O 0.976051 2.738799 2.603494 0.045 0.119 -0.223
```
Positions in Å, forces in eV/Å.

Properties
Net charge: -1
Energy above the lowest of the compared OMol25 structures with the same formula, charge and spin, kcal per mole: 13.0
E, eV: -116166.852
HOMO energy, eV: -7.5
Frontier orbital gap, eV: 8.5

=====

Entry 4:
DFT (wB97M-V/def2-TZVPD) results for a molecular structure, C5H10O.

Geometry as XYZ:
```
16
Properties=species:S:1:pos:R:3:forces:R:3
C -2.318615 0.238666 0.058569 -0.359 0.290 -0.090
C -1.008714 -0.441828 0.360099 1.152 0.839 -0.753
C 0.290759 0.545732 -0.438499 -2.765 -0.032 0.653
C 1.614541 -0.168332 -0.650307 -1.579 -2.429 0.758
C 2.600705 -0.101942 0.376323 -0.424 0.624 0.665
O 2.291541 0.469951 1.406707 0.992 0.021 0.854
H -3.178358 -0.225735 0.554507 0.219 -0.023 0.015
H -2.290825 1.286573 0.372223 -0.026 -0.076 -0.048
H -2.520731 0.216739 -1.018597 0.028 0.036 0.150
H -0.747770 -0.433738 1.430426 -0.103 0.034 -0.365
H -1.046650 -1.501343 0.020532 0.351 0.627 -0.031
H -0.129807 0.822352 -1.397016 -0.292 0.185 0.041
H 0.309136 1.328381 0.312406 0.433 0.307 -0.367
H 1.874682 -0.668352 -1.574767 -0.408 0.255 -0.189
H 0.674006 -0.758487 -0.048345 3.116 -0.921 -1.313
H 3.586099 -0.608635 0.235732 -0.335 0.262 0.019
```
Positions in Å, forces in eV/Å.

Properties
Energy above the lowest of the compared OMol25 structures with the same formula, charge and spin, kcal per mole: 84.9
E, eV: -7391.082
HOMO energy, eV: -8.8
Frontier orbital gap, eV: 9.8

=====

Number 1: F_max 3.6 eV/A. Number 2: F_max 3.7 eV/A. Number 3: F_max 6.0 eV/A. Number 4: F_max 3.5 eV/A.